Record 1
Here is C52H73BaF5N9O6PS2 as an isolated structure from OMol25. Energies are from ωB97M-V/def2-TZVPD.

The geometry in XYZ format:
```
149
Properties=species:S:1:pos:R:3
Ba -1.4809 -0.5432 -1.3824
N -1.2135 -2.6639 0.5028
C -2.3551 -3.5326 0.7314
C -3.2923 -2.8756 1.7467
N -3.6648 -1.5318 1.3563
C -3.4233 -0.5244 2.3723
C -3.1734 0.8598 1.7793
N -1.9248 0.8518 1.0225
C -4.9690 -1.4439 0.7310
C -4.8968 -1.5596 -0.7963
N -4.1180 -0.4648 -1.3374
H -0.5426 -3.1471 -0.0786
H -0.7865 -2.4309 1.3946
H -2.0632 -4.5167 1.1336
H -2.8539 -3.6832 -0.2246
H -2.7697 -2.8420 2.7094
H -4.1789 -3.5166 1.8731
H -2.5140 -0.7884 2.9140
H -4.2532 -0.4717 3.0992
H -3.1465 1.5830 2.6086
H -3.9819 1.1493 1.1101
H -1.1849 0.5838 1.6696
H -1.7215 1.8052 0.7447
H -5.4193 -0.4786 0.9751
H -5.6416 -2.2307 1.1113
H -5.9277 -1.5875 -1.1862
H -4.3968 -2.4888 -1.0648
H -4.6246 0.4108 -1.2495
H -3.9478 -0.6020 -2.3264
O 5.2039 2.0117 -4.9876
N 5.1589 2.4179 -3.8411
O 5.8808 3.2887 -3.3997
C 4.2274 1.8003 -2.9462
C 4.5379 1.7655 -1.6301
C 3.8411 0.9388 -0.6873
C 4.4603 0.7398 0.5111
C 4.0668 -0.3827 1.3887
C 1.8918 -1.2382 0.6915
N 1.9610 -0.7572 -0.6540
C 2.6395 0.1933 -1.1710
C 2.1412 0.5989 -2.5086
N 0.8663 0.3275 -2.7816
C 0.3835 0.6459 -3.9654
C 1.1564 1.2126 -4.9739
C 2.4638 1.5431 -4.7008
C 2.9702 1.2752 -3.4251
H 5.4361 2.2745 -1.3064
H 5.3420 1.3128 0.7594
H 4.1405 -1.1961 0.6720
H 0.8163 -1.2039 0.8841
H -0.6535 0.4396 -4.1472
H 0.7197 1.4292 -5.9356
H 3.0895 2.0121 -5.4457
N -0.5798 3.1259 -2.9168
C -1.8297 3.5045 -3.2295
S -3.1192 2.9214 -2.3666
N -1.9167 4.3673 -4.2842
C -2.9356 4.7977 -5.1292
C -2.5298 5.6009 -6.2005
C -3.4402 6.0648 -7.1255
C -4.7788 5.7351 -6.9950
C -5.1875 4.9507 -5.9296
C -4.2839 4.4801 -4.9924
H -0.2576 2.9811 -1.9000
H 0.1700 3.5129 -3.4737
H -1.0133 4.7150 -4.5879
H -1.4837 5.8593 -6.3029
H -3.1058 6.6780 -7.9503
H -5.4954 6.0894 -7.7192
H -6.2310 4.6956 -5.8249
H -4.6170 3.8722 -4.1664
O 0.1299 -0.5714 2.8448
P 1.5145 -0.2475 3.2661
C 1.5706 1.5683 3.6741
C 0.5382 1.9486 4.7423
C 1.1998 2.3822 6.0415
C 2.0442 3.6398 5.8072
C 2.7322 3.6242 4.4322
C 2.9390 2.1969 3.9284
C 2.5581 -0.2969 1.6897
C 5.0167 -0.8296 2.4808
C 4.6840 -2.2935 2.7766
C 4.7557 -3.2695 1.5929
C 3.6883 -3.2109 0.4668
C 2.2630 -2.7359 0.8110
C 1.8818 -1.4157 4.6906
C 3.0264 -1.0321 5.6242
C 2.8480 -1.6686 7.0078
C 2.2356 -3.0570 6.8642
C 0.7993 -2.9457 6.3244
C 0.6140 -1.6604 5.5069
H 1.1958 1.9629 2.7246
H -0.1409 1.1114 4.9048
H -0.0677 2.7797 4.3775
H 1.8275 1.5783 6.4295
H 0.4331 2.5875 6.7907
H 2.7923 3.7226 6.5988
H 1.4024 4.5202 5.8723
H 3.6928 4.1382 4.4926
H 2.1257 4.1644 3.7051
H 3.5184 1.6389 4.6647
H 3.5147 2.2139 3.0002
H 2.2329 0.7020 1.3709
H 4.9251 -0.2304 3.3851
H 6.0448 -0.7453 2.1216
H 3.6812 -2.3352 3.1882
H 5.3675 -2.6732 3.5384
H 4.6943 -4.2670 2.0370
H 5.7437 -3.1907 1.1322
H 3.5847 -4.2392 0.1118
H 4.0592 -2.6530 -0.3975
H 2.0029 -3.0654 1.8186
H 1.5958 -3.2497 0.1172
H 2.0904 -2.3692 4.1918
H 3.0525 0.0477 5.7418
H 3.9791 -1.3511 5.2042
H 2.1892 -1.0563 7.6265
H 3.8150 -1.7283 7.5101
H 2.2301 -3.5730 7.8251
H 2.8581 -3.6436 6.1834
H 0.0859 -2.9450 7.1516
H 0.5788 -3.8167 5.7023
H 0.4293 -0.8188 6.1752
H -0.2453 -1.7582 4.8440
C -5.0998 -5.6815 -7.1308
C -4.3031 -4.6623 -6.3710
C -2.9979 -4.3409 -6.7245
C -2.2461 -3.4766 -5.9430
C -2.7997 -2.9190 -4.8090
C -4.1125 -3.1841 -4.4751
C -4.8597 -4.0514 -5.2497
S -1.8077 -1.9507 -3.6793
O -0.4401 -1.9957 -4.1355
O -2.3837 -0.6016 -3.6470
O -2.0025 -2.5856 -2.3727
H -4.6069 -5.9717 -8.0551
H -6.0939 -5.3042 -7.3636
H -5.2205 -6.5734 -6.5151
H -2.5543 -4.7829 -7.6060
H -1.2217 -3.2415 -6.1862
H -4.5281 -2.7205 -3.5944
H -5.8805 -4.2748 -4.9734
F 2.0512 3.1209 -0.8522
C 0.7019 3.2048 -0.4771
F 0.5866 2.1830 0.5082
C 0.5357 4.5251 0.2499
F -0.6891 4.5854 0.8127
F 1.4019 4.8434 1.2526
F 0.6024 5.5512 -0.6198
```

Calculated values
net charge	0
calculated total energy	-126045.603	eV
LUMO	-0.815	eV
gap between HOMO and LUMO	6.47	eV

Record 2
Here is C52H74Cl3F2N6O2PPbS2Si2 as an isolated structure from OMol25. Energies are from ωB97M-V/def2-TZVPD.

The geometry in XYZ format:
```
145
Properties=species:S:1:pos:R:3
Pb 0.2196 0.2023 -0.0300
S -0.0913 2.4879 3.6556
C -1.4097 3.4550 3.8010
N -1.2513 4.8331 3.5881
C -2.2019 5.7344 3.8536
C -3.4367 5.3105 4.2111
C -3.6232 3.9036 4.2761
N -2.6856 3.0302 4.1044
H -0.3133 5.1043 3.3305
H -1.9278 6.7765 3.7617
H -4.2305 6.0058 4.4369
H -4.6090 3.4968 4.4886
C 1.8137 -2.2967 -3.3824
C 2.2231 -1.5930 -2.0707
C 2.7538 -2.6803 -1.1008
C 3.4209 -0.6505 -2.3767
N 1.1273 -0.8899 -1.5253
H 2.6754 -2.7637 -3.8929
H 1.3616 -1.5560 -4.0477
H 1.0708 -3.0693 -3.1598
H 3.5785 -3.2809 -1.5405
H 1.9308 -3.3483 -0.8299
H 3.1046 -2.1827 -0.1881
H 4.2756 -1.1859 -2.8348
H 3.7475 -0.1791 -1.4404
H 3.0924 0.1349 -3.0634
F -4.1271 -2.1861 0.8007
C -3.2787 -1.2463 0.2195
F -4.0398 -0.0982 0.0706
H -2.4751 -1.0366 0.9298
Cl 3.2336 -8.5782 2.2829
C 3.7810 -6.9290 2.3921
C 3.8924 -6.1659 1.2496
C 4.3321 -4.8549 1.3644
C 4.6498 -4.2865 2.5897
C 5.1085 -2.8426 2.6438
C 4.1786 -1.9474 3.4909
N 3.7139 -0.7906 2.7540
C 4.4418 0.3527 2.4787
C 3.6471 1.1085 1.6665
N 2.4780 0.4351 1.4106
C 2.5403 -0.6928 2.0774
O 6.4433 -2.7484 3.1318
C 7.3995 -2.7549 2.0788
C 7.3995 -1.4744 1.2915
C 8.1182 -0.3714 1.6225
Cl 9.2818 -0.2372 2.8835
S 7.7979 0.9660 0.5969
C 6.6762 0.0486 -0.3179
C 6.5657 -1.2125 0.1543
C 4.5306 -5.0959 3.7188
Cl 4.9315 -4.4879 5.3004
C 4.0947 -6.4075 3.6336
H 3.6293 -6.5792 0.2852
H 4.3996 -4.2456 0.4727
H 5.0782 -2.4470 1.6287
H 4.7199 -1.6038 4.3697
H 3.3114 -2.5209 3.8080
H 5.4236 0.5190 2.8989
H 3.8439 2.0791 1.2335
H 1.7300 -1.4293 2.1091
H 7.2147 -3.5965 1.4016
H 8.3582 -2.9083 2.5700
H 6.1370 0.5085 -1.1335
H 5.9051 -1.9441 -0.2985
H 3.9902 -7.0080 4.5263
C 1.5709 5.8318 -1.7098
C 1.4301 4.3535 -1.3449
C 1.3897 4.1886 0.1847
C 2.6748 3.5838 -1.8160
P -0.0691 3.3867 -2.0706
N -0.2754 2.0248 -1.4323
C -1.6170 4.5305 -1.8599
C -1.6165 4.9879 -0.3921
C -2.8485 3.6213 -2.0105
C -1.7479 5.7531 -2.7695
C 0.2308 3.2177 -3.9640
C 1.1741 2.0075 -4.1331
C 0.7657 4.4171 -4.7499
C -1.1141 2.7747 -4.5629
H 2.5102 6.2225 -1.2929
H 0.7562 6.4314 -1.2976
H 1.5955 5.9889 -2.7895
H 2.4021 4.2972 0.5967
H 1.0229 3.1931 0.4509
H 0.7583 4.9321 0.6731
H 3.5434 3.8824 -1.2137
H 2.9153 3.7903 -2.8594
H 2.5228 2.5062 -1.6930
H -1.3614 4.1481 0.2607
H -2.6180 5.3416 -0.1145
H -0.9160 5.8077 -0.2162
H -2.6373 2.6491 -1.5567
H -3.1320 3.4666 -3.0505
H -3.7064 4.0679 -1.4917
H -0.8809 6.4146 -2.6998
H -2.6351 6.3309 -2.4742
H -1.8770 5.4704 -3.8148
H 2.2242 2.2841 -4.0427
H 1.0347 1.5693 -5.1291
H 0.9465 1.2380 -3.3797
H 1.7816 4.6778 -4.4462
H 0.1355 5.3037 -4.6407
H 0.7996 4.1592 -5.8169
H -1.5689 2.0147 -3.9230
H -0.9430 2.3317 -5.5508
H -1.8117 3.6052 -4.6905
C -0.3376 -5.8591 -1.1197
C -0.9672 -5.5331 -2.3169
C -1.7114 -4.3656 -2.4082
C -1.8334 -3.4991 -1.3167
C -1.1777 -3.8263 -0.1268
C -0.4377 -5.0012 -0.0330
Si -2.7107 -1.8634 -1.5090
C -4.3096 -2.0752 -2.4874
C -4.5591 -1.2655 -3.5983
C -5.7514 -1.3605 -4.3087
C -6.7189 -2.2768 -3.9187
C -6.4820 -3.1047 -2.8265
C -5.2922 -2.9980 -2.1181
H 0.2444 -6.7721 -1.0450
H -0.8597 -6.1799 -3.1806
H -2.1988 -4.1171 -3.3477
H -1.1723 -3.1407 0.7217
H 0.0806 -5.2231 0.8945
H -1.9184 -0.8217 -2.1862
H -3.8114 -0.5407 -3.9069
H -5.9268 -0.7209 -5.1660
H -7.6547 -2.3446 -4.4632
H -7.2260 -3.8358 -2.5294
H -5.1290 -3.6354 -1.2550
C -1.0937 -3.9064 3.9071
Si -0.7985 -2.0652 3.4968
C -2.3985 -1.1897 4.0041
C 0.5210 -1.5013 4.7522
O -0.3859 -1.8470 1.9800
H -1.4116 -4.0701 4.9464
H -0.1859 -4.4989 3.7373
H -1.8773 -4.3098 3.2534
H -2.6296 -1.2812 5.0739
H -3.2511 -1.5932 3.4430
H -2.3195 -0.1200 3.7733
H 0.1388 -1.5009 5.7816
H 0.8362 -0.4780 4.5167
H 1.4127 -2.1405 4.7311
```

Calculated values
net charge	-2
calculated total energy	-163125.556	eV
LUMO	3.331	eV
gap between HOMO and LUMO	3.45	eV

no.,HOMO level (eV)
1,-7.285
2,-0.118